Entry from the Open Molecules 2025 dataset: a 2-piece molecular cluster, CH3IOS2 overall (ωB97M-V/def2-TZVPD).

Values from the calculation:
**Strongest force on any atom**: 4.712 eV Å⁻¹
**Frontier orbital gap**: 0.2161 hartree
**HOMO**: -0.31731 hartree
**Relative energy (zero: lowest compared OMol25 entry of this formula, charge and spin)**: 290.6 kJ/mol
**LUMO**: -2.75 eV

```
8
Properties=species:S:1:pos:R:3:lowdin_charge:R:1
I 2.38596 -1.04007 0.10891 0.491
S -0.05982 1.88228 0.64948 0.720
S 2.39357 0.92313 -1.01386 -0.258
O -0.12023 0.29402 0.92492 -0.882
C -0.93677 -0.38236 0.00407 -0.302
H -1.24700 -1.48222 0.31751 0.132
H -1.95525 0.17297 -0.07587 0.098
H -0.46045 -0.36775 -0.91517 0.003
```


Entry from the Open Molecules 2025 dataset: CH3IrN5SbSe4Te as an isolated structure (ωB97M-V/def2-TZVPD).

Values from the calculation:
**Strongest force on any atom**: 0.100 eV Å⁻¹
**Frontier orbital gap**: 0.1622 hartree
**HOMO**: -0.00178 hartree
**Relative energy (zero: lowest compared OMol25 entry of this formula, charge and spin)**: 0.1 kJ/mol
**LUMO**: 4.36 eV
**Charge**: -2

```
16
Properties=species:S:1:pos:R:3:lowdin_charge:R:1
Ir -0.60238 -0.03434 -0.22346 -0.131
Te -2.49153 -0.13926 1.65767 -0.214
Sb 2.46193 -2.38716 -1.63001 0.090
Se 2.84269 0.02897 -2.55780 -0.204
Se 0.51784 -0.69344 -2.17288 -0.181
Se 2.74220 -3.88861 -3.51165 -0.483
Se -1.93899 -2.07006 0.09508 -0.474
N 0.21497 1.77162 0.14787 -0.259
N 0.54044 3.68448 0.91987 -0.327
N 0.28310 4.87879 1.56979 0.089
N -0.39761 2.76993 0.73431 0.060
N 1.74004 3.34594 0.48586 0.110
C 1.52068 2.14410 0.00126 -0.228
H -0.12153 4.64730 2.47100 0.082
H -0.42121 5.37246 1.03219 0.079
H 2.25545 1.51626 -0.47730 -0.008
```


Entry from the Open Molecules 2025 dataset: a 2-piece molecular cluster, CH3N2O overall (ωB97M-V/def2-TZVPD).

Values from the calculation:
**Strongest force on any atom**: 2.790 eV Å⁻¹
**Frontier orbital gap (spin up / spin down)**: 0.3113 / 0.3112 hartree
**HOMO (spin up / spin down)**: -0.54987 / -0.54983 hartree
**Relative energy (zero: lowest compared OMol25 entry of this formula, charge and spin)**: 531.7 kJ/mol
**LUMO (spin up / spin down)**: -6.49 / -6.49 eV
**Charge**: +1

```
7
Properties=species:S:1:pos:R:3:lowdin_charge:R:1
O -0.20205 -1.58776 -2.55904 0.136
N -0.30653 0.60497 0.86025 0.157
N 0.40004 -0.84812 -1.86695 0.033
C 0.61079 0.07553 0.17888 0.281
H -1.23199 0.29516 1.11558 0.163
H 1.18136 -0.32235 -2.25377 0.103
H 0.15729 1.07281 1.60107 0.128
```


Entry from the Open Molecules 2025 dataset: a 2-piece molecular cluster, CH3N2O overall (ωB97M-V/def2-TZVPD).

Values from the calculation:
**Strongest force on any atom**: 3.877 eV Å⁻¹
**Frontier orbital gap**: 0.3319 hartree
**HOMO**: -0.56875 hartree
**Relative energy (zero: lowest compared OMol25 entry of this formula, charge and spin)**: 509.0 kJ/mol
**LUMO**: -6.44 eV
**Charge**: +1

```
7
Properties=species:S:1:pos:R:3:lowdin_charge:R:1
O 0.51931 -1.84017 -1.66559 0.126
N 0.68402 -1.10261 -0.74750 -0.003
N -0.77278 1.01453 0.68662 0.153
C 0.17090 0.22195 0.80108 0.229
H 1.76796 -1.04973 -0.42722 0.162
H -1.58000 1.02958 -0.01096 0.208
H -0.78941 1.72645 1.36356 0.125
```


Entry from the Open Molecules 2025 dataset: a 2-piece molecular cluster, CH3N2O overall (ωB97M-V/def2-TZVPD).

Values from the calculation:
**Strongest force on any atom**: 3.944 eV Å⁻¹
**Frontier orbital gap (spin up / spin down)**: 0.3192 / 0.3192 hartree
**HOMO (spin up / spin down)**: -0.56312 / -0.56309 hartree
**Relative energy (zero: lowest compared OMol25 entry of this formula, charge and spin)**: 505.1 kJ/mol
**LUMO (spin up / spin down)**: -6.64 / -6.64 eV
**Charge**: +1

```
7
Properties=species:S:1:pos:R:3:lowdin_charge:R:1
O -2.13620 0.53249 0.02638 0.097
N -1.41831 -0.44142 0.06839 0.042
N 1.38408 0.37631 0.00643 0.150
C 0.87960 -0.71898 0.20233 0.252
H 0.72052 1.12438 -0.33224 0.182
H -1.77441 -1.42967 -0.06425 0.143
H 2.34472 0.55690 0.09295 0.134
```


Entry from the Open Molecules 2025 dataset: CH3N2O2 as an isolated structure (ωB97M-V/def2-TZVPD).

Values from the calculation:
**Strongest force on any atom**: 6.275 eV Å⁻¹
**Frontier orbital gap (spin up / spin down)**: 0.2608 / 0.2607 hartree
**HOMO (spin up / spin down)**: -0.08451 / -0.08446 hartree
**Relative energy (zero: lowest compared OMol25 entry of this formula, charge and spin)**: 500.5 kJ/mol
**LUMO (spin up / spin down)**: 4.80 / 4.80 eV
**Charge**: -1

```
8
Properties=species:S:1:pos:R:3:lowdin_charge:R:1
O 0.73914 -2.19677 1.07155 -0.048
O 0.13968 -1.44226 -0.90422 -0.125
N 0.38613 -1.34871 0.31842 -0.447
N -0.09778 0.22269 0.99494 -0.100
C -0.30134 1.01494 -0.13773 -0.411
H 0.65723 1.53535 -0.41969 0.024
H -1.15012 1.83001 0.12035 0.082
H -0.37295 0.38475 -1.04362 0.025
```


Entry from the Open Molecules 2025 dataset: one molecule with the formula CH3N2O2P (ωB97M-V/def2-TZVPD).

Values from the calculation:
**Strongest force on any atom**: 5.564 eV Å⁻¹
**Frontier orbital gap**: 0.3294 hartree
**HOMO**: -0.34809 hartree
**Relative energy (zero: lowest compared OMol25 entry of this formula, charge and spin)**: 227.9 kJ/mol
**LUMO**: -0.51 eV

```
9
Properties=species:S:1:pos:R:3:lowdin_charge:R:1
P -0.82220 0.36012 -0.12378 0.347
O -0.86614 1.11951 -1.51698 -0.154
O -1.58184 1.08676 0.88131 -0.277
N 1.24175 0.54117 0.08422 0.077
N -0.45473 -1.14616 -0.34109 -0.215
C 1.61465 -0.11044 0.96562 0.063
H -0.45835 0.56001 -2.20510 0.087
H -0.41815 -1.56576 0.64236 0.020
H 1.74501 -0.84521 1.61344 0.051
```


Entry from the Open Molecules 2025 dataset: an isolated ion of composition CH3N2O2S and charge -1 (ωB97M-V/def2-TZVPD).

Values from the calculation:
**Strongest force on any atom**: 4.577 eV Å⁻¹
**Frontier orbital gap**: 0.2812 hartree
**HOMO**: -0.12437 hartree
**Relative energy (zero: lowest compared OMol25 entry of this formula, charge and spin)**: 411.8 kJ/mol
**LUMO**: 4.27 eV
**Charge**: -1

```
9
Properties=species:S:1:pos:R:3:lowdin_charge:R:1
S -2.40980 0.04896 0.28041 0.587
O -2.72230 1.08498 -0.72542 -0.561
O -3.39486 -1.06266 0.35364 -0.584
N 0.21893 0.12744 -1.09116 -0.176
N 0.34819 0.71443 0.32468 -0.065
C -0.71067 -0.62676 -0.32831 -0.299
H -0.17299 -1.41383 0.08051 0.036
H -0.19736 1.54648 0.44818 -0.011
H 1.18590 -0.23524 -1.13904 0.074
```


Entry from the Open Molecules 2025 dataset: an isolated ion of composition CH3N2O2S and charge +1 (ωB97M-V/def2-TZVPD).

Values from the calculation:
**Strongest force on any atom**: 5.659 eV Å⁻¹
**Frontier orbital gap**: 0.3951 hartree
**HOMO**: -0.60450 hartree
**Relative energy (zero: lowest compared OMol25 entry of this formula, charge and spin)**: 315.7 kJ/mol
**LUMO**: -5.70 eV
**Charge**: +1
**SMILES**: C#[N+]S(N)(=O)=O

```
9
Properties=species:S:1:pos:R:3:lowdin_charge:R:1
S 0.88661 -0.51897 0.11201 0.732
O 1.55503 -0.45118 -1.12301 -0.211
O 1.53146 -0.56216 1.35129 -0.193
N -0.99961 -1.24646 0.05365 0.051
N 0.16892 1.11275 0.08824 0.070
C -0.31628 2.09405 -0.25618 0.292
H -1.26135 -1.77494 -0.74856 0.048
H -0.66143 3.09228 -0.44115 0.145
H -0.90334 -1.74537 0.96370 0.066
```


Entry from the Open Molecules 2025 dataset: a 2-piece molecular cluster, CH3N2O2S2 overall (ωB97M-V/def2-TZVPD).

Values from the calculation:
**Strongest force on any atom**: 3.840 eV Å⁻¹
**Frontier orbital gap**: 0.2352 hartree
**HOMO**: -0.12386 hartree
**Relative energy (zero: lowest compared OMol25 entry of this formula, charge and spin)**: 52.9 kJ/mol
**LUMO**: 3.03 eV
**Charge**: -1

```
10
Properties=species:S:1:pos:R:3:lowdin_charge:R:1
S -1.69485 -0.21496 -0.47827 0.948
S 1.49833 -1.44925 1.58865 -0.052
O -0.42583 0.42031 -2.67418 -0.066
O -1.81349 0.65255 1.94178 -0.111
N 0.88631 0.31763 -0.79357 0.086
N -1.11978 0.55405 0.96454 -0.401
C -0.26705 0.21426 -1.47534 -0.851
H 0.39532 -1.04912 2.13963 -0.465
H 1.54757 0.86250 -1.21318 0.069
H 0.99347 -0.30797 -0.00007 -0.157
```